(1)
14
Properties=species:S:1:pos:R:3:forces:R:3:mulliken_charge:R:1 method="wB97M-V/def2-TZVPD" s_squared=15.76 homo_ev="-17.16 / -17.17" spin_multiplicity=8 charge=+2
Eu -0.631 -1.014 -2.696 0.1938 0.4077 0.8968 1.857
O 0.188 1.358 1.355 0.3999 0.1557 -2.4904 -0.446
O -0.186 0.050 -0.445 -2.2355 -1.7561 -0.1468 -0.510
C 2.114 0.770 -0.207 -0.0523 -0.1084 -0.0182 -1.224
C 0.872 0.751 2.442 0.6704 -0.3803 0.3705 -0.604
C 0.667 1.135 -0.011 -0.3612 1.0515 2.6874 0.376
H 2.733 1.359 0.482 -0.0307 -0.1418 -0.3696 0.348
H 0.987 -0.334 2.296 -0.0278 0.2110 0.0833 0.306
H 1.862 1.201 2.597 -0.2953 -0.0991 -0.0223 0.268
H 0.365 2.020 -0.586 0.1022 -0.0903 0.3700 0.314
H 2.398 1.000 -1.242 0.1460 0.0940 0.2208 0.363
H 2.289 -0.300 -0.039 -0.0039 0.2490 0.2247 0.351
H -0.834 -0.058 0.349 1.3670 0.4115 -1.5278 0.339
H 0.258 0.931 3.330 0.1275 -0.0044 -0.2785 0.262

(2)
15
Properties=species:S:1:pos:R:3:forces:R:3:mulliken_charge:R:1 method="wB97M-V/def2-TZVPD" homo_ev=-15.44 spin_multiplicity=1 charge=+1
F -0.187 -1.544 0.965 0.2406 -1.2418 0.6239 -0.076
F -0.466 1.079 -1.083 0.2289 -0.4804 1.7337 -0.140
O 0.546 -1.620 -2.059 -0.0396 2.2562 0.5506 -0.618
N -0.141 0.419 0.139 -1.0293 -1.1540 -1.1560 0.412
C -0.879 -0.893 0.134 0.3282 -1.3855 -1.7563 0.119
C 1.327 0.465 0.297 0.5745 0.7473 0.3536 -0.737
C -1.177 0.801 1.166 -1.9981 4.1153 -0.0096 -0.862
H -1.262 0.362 2.142 1.0250 -1.3138 0.1429 0.393
H 1.950 0.137 -0.543 -1.0832 0.2593 -0.5322 0.316
H -2.208 0.697 0.681 1.5672 0.2692 0.4139 0.431
H 0.144 -2.354 -2.514 -0.4132 -0.2343 -0.5036 0.315
H 1.467 1.485 0.562 0.7972 0.8505 0.0162 0.370
H 1.719 -0.146 1.086 -0.6605 -0.3982 0.8476 0.366
H -1.060 1.868 1.476 0.1125 -0.4660 -0.8252 0.364
H 0.226 -0.758 -2.449 0.3497 -1.8236 0.1004 0.346

(3)
16
Properties=species:S:1:pos:R:3:forces:R:3:mulliken_charge:R:1 method="wB97M-V/def2-TZVPD" s_squared=2.01 homo_ev="-4.13 / -10.30" spin_multiplicity=3
Si 1.148 0.355 -0.165 0.5827 -2.4418 2.7507 0.202
F -1.900 0.308 1.324 0.0489 -0.3720 0.8507 -0.230
F -3.067 -1.350 0.582 0.0501 -0.3103 -0.6127 -0.218
F -3.384 0.683 -0.114 -1.9940 0.5673 -0.6984 -0.242
N 1.968 1.271 1.060 -2.1048 0.9795 -3.5529 -0.399
C 0.577 0.969 -1.735 0.3804 1.9566 0.5862 -0.837
C 0.883 -1.487 0.188 0.4455 0.1559 0.2870 -0.930
C -2.500 -0.213 0.227 1.6896 1.6479 1.2548 0.816
H 0.193 0.250 -2.344 -1.1005 -1.5602 -2.0226 0.435
H -0.127 -1.623 0.535 -0.6500 -0.2850 0.0248 0.286
H 1.061 -2.223 -0.614 0.1056 0.4530 0.1548 0.295
H -1.707 -0.136 -0.505 0.0752 -1.4948 -0.7148 -0.183
H 0.908 1.899 -2.085 0.2230 1.0438 -1.0054 0.351
H 2.076 2.230 0.778 0.5997 0.1467 0.9334 0.186
H 1.473 -1.787 1.067 0.1447 0.0877 -0.3248 0.278
H 2.399 0.854 1.802 1.5038 -0.5743 2.0891 0.191

(4)
16
Properties=species:S:1:pos:R:3:forces:R:3:mulliken_charge:R:1 method="wB97M-V/def2-TZVPD" homo_ev=-13.27 spin_multiplicity=1 charge=+1
F 0.649 1.747 0.805 -1.4998 -1.6621 0.7436 -0.227
N -0.412 -0.289 1.585 -1.1003 2.1132 -0.3819 0.046
N -0.643 0.216 -3.292 1.8215 -1.3285 -2.0710 -0.345
N -0.482 0.782 1.073 1.0289 0.0150 0.7738 0.135
N -1.257 0.462 -1.058 1.2211 -0.4915 0.5782 -0.545
C 1.717 -0.633 2.731 -1.7061 -3.0285 -1.3109 -0.451
C -0.501 0.025 -1.992 -0.3173 -0.8002 0.4301 0.179
C 0.541 -1.071 2.115 4.1275 0.7690 1.2575 0.056
H -1.299 0.689 -3.851 -1.3684 1.0618 0.3796 0.204
H -0.107 -0.377 -3.921 0.1962 0.2073 0.5472 0.236
H 0.349 -2.117 2.035 -0.3664 -0.4133 0.1471 0.347
H -1.921 1.155 -1.301 -0.9228 0.6170 -0.9266 0.213
H 0.343 -0.693 -1.779 -0.9207 0.8353 0.1094 0.216
H 2.319 -1.527 3.068 -0.4788 1.5234 -0.0764 0.224
H -1.370 1.261 0.929 0.3996 0.2308 -0.2690 0.391
H 2.072 0.370 2.854 -0.1141 0.3512 0.0691 0.320

(5)
14
Properties=species:S:1:pos:R:3:forces:R:3:mulliken_charge:R:1 method="wB97M-V/def2-TZVPD" homo_ev=-8.21 spin_multiplicity=1
F 1.746 -1.765 -0.146 0.4002 0.0096 0.3780 -0.243
O -1.333 -1.171 0.477 0.7822 -0.7056 1.1551 -0.298
N 1.145 -0.511 -0.411 -3.2894 0.0543 0.8573 -0.188
C 2.118 0.521 -0.154 0.9912 -1.8698 1.2053 -0.738
C -0.309 -0.462 0.981 3.7687 0.2284 -2.6927 -0.242
C -2.052 -0.720 -0.672 1.2821 4.0883 1.3743 -0.581
H -1.414 -0.737 -1.568 -0.0875 0.2601 0.4179 0.283
H -2.379 0.389 -0.340 0.4370 -2.2208 -1.4749 0.262
H 3.127 0.072 -0.524 -1.6343 1.6937 0.0250 0.289
H 2.244 0.649 0.930 0.3575 0.0940 0.2499 0.267
H 0.380 -0.902 1.770 -1.7114 0.0237 -0.8757 0.343
H -2.892 -1.322 -0.823 -1.2054 -0.9846 0.1398 0.229
H -0.286 0.648 1.002 -0.8766 -0.6185 0.0013 0.322
H 1.642 1.449 -0.478 0.7858 -0.0529 -0.7606 0.294

(6)
14
Properties=species:S:1:pos:R:3:forces:R:3:mulliken_charge:R:1 method="wB97M-V/def2-TZVPD" smiles=COCN(C)F homo_ev=-9.58 spin_multiplicity=1
F -2.020 1.136 -0.710 -0.2338 0.0539 0.3346 -0.244
O 1.091 1.336 0.227 -1.1330 -1.5645 0.5220 -0.358
N -0.989 0.229 -0.435 1.4823 -0.2116 1.0732 0.109
C 2.018 0.339 -0.220 -0.7486 1.2580 0.0416 -0.748
C -1.522 -1.119 -0.296 1.4501 -0.2420 -0.5544 -0.778
C -0.162 0.712 0.690 1.7000 0.8405 -0.8577 -0.564
H 1.564 -0.379 -0.839 -0.9408 -0.8988 -1.0190 0.332
H 0.180 -0.053 1.387 -0.5429 -0.6569 -0.3042 0.400
H -0.563 1.495 1.305 -0.9888 0.3666 -0.1122 0.357
H -2.289 -1.262 0.428 -0.6759 0.2060 0.9890 0.344
H -0.592 -1.704 0.052 -1.6273 0.4484 -1.0166 0.307
H -1.972 -1.412 -1.269 0.7812 -0.1468 0.5078 0.239
H 2.583 -0.218 0.497 0.1871 0.0180 1.2836 0.292
H 2.671 0.900 -0.817 1.2904 0.5291 -0.8875 0.312

(7)
14
Properties=species:S:1:pos:R:3:forces:R:3:mulliken_charge:R:1 method="wB97M-V/def2-TZVPD" s_squared=2.01 homo_ev="-5.80 / -9.45" spin_multiplicity=3
S 2.326 -1.149 0.375 1.4131 -0.7679 0.5825 -0.361
F 4.259 0.887 -0.399 -0.5553 -1.1218 0.8661 -0.444
N 0.018 -0.115 -0.183 -5.3498 1.0858 -0.3142 0.084
C 1.283 0.147 0.010 4.0996 2.9865 0.3020 -0.025
C -0.481 -1.449 -0.179 -2.2579 -1.2542 -0.4227 -0.833
C -1.051 1.010 -0.095 0.8531 -3.4112 -1.6554 -0.889
H -0.595 1.906 0.205 0.7761 1.2615 -0.1751 0.333
H 0.382 -2.100 -0.088 -0.4832 -0.3060 -0.0542 0.287
H 3.804 0.134 0.067 0.8184 1.3281 -0.9768 0.354
H 1.712 1.188 -0.069 -0.8819 -1.4132 -0.0134 0.331
H -1.211 -1.656 0.693 1.0698 0.4713 -1.1489 0.295
H -1.655 0.690 0.749 -0.7496 0.0094 -0.3351 0.317
H -1.536 0.998 -1.141 0.3415 0.4152 1.9912 0.291
H -1.059 -1.744 -1.141 0.9063 0.7167 1.3540 0.260

(8)
14
Properties=species:S:1:pos:R:3:forces:R:3:mulliken_charge:R:1 method="wB97M-V/def2-TZVPD" homo_ev=-14.83 spin_multiplicity=1 charge=+1
I 3.034 -0.122 -0.342 0.3748 0.1473 0.0480 0.370
N 0.614 -0.702 1.192 0.7613 -0.5043 -0.0838 -0.312
N -1.137 1.036 0.366 1.8623 -0.6178 -0.4324 -0.541
C 0.272 1.162 -0.170 -1.8886 -1.9956 1.5519 -0.190
C 1.158 0.144 0.372 -0.5932 -0.9970 0.8307 -0.080
C -0.859 0.663 -0.997 -0.7665 -0.1688 -1.8785 -0.120
H -1.027 1.424 -1.899 -0.2248 -2.2248 1.9016 0.300
H 0.712 2.043 -0.436 0.8626 2.4052 -0.5934 0.599
H -0.253 -2.731 -0.401 -0.8691 1.2076 0.6331 0.266
H -0.620 -2.107 -0.074 0.6507 -1.7817 -0.8845 -0.275
H -0.409 -0.640 1.250 0.1525 0.4605 0.6290 0.394
H 1.085 -1.538 1.572 -0.2260 0.7512 -0.4294 0.250
H -1.625 1.862 0.635 -0.1511 0.9361 -0.3877 0.239
H -0.942 -0.493 -1.066 0.0551 2.3820 -0.9044 0.100

Values of calculated total energy, in order: -26646.254 -12199.630 -20756.748 -11906.263 -9490.723 -9492.479 -18279.465 -14311.877, all in eV.
Values of ΔE to the lowest compared entry with this formula, charge and spin, in order: 0.0 619.7 24.1 254.0 530.7 361.2 30.2 247.2, all in kJ/mol.